A 2-piece molecular cluster, C4H14NOS overall at a distorted geometry. Source: OMol25; level of theory: ωB97M-V with the def2-TZVPD basis set.

Values from the calculation:
Kohn-Sham gap = 9.82 eV
E_LUMO = -2.98 eV
HOMO = -12.8 eV
total energy = -18741.3681 eV
energy above the lowest of the compared OMol25 structures with the same formula, charge and spin = 18.9 kcal per mole
net charge = +1

Each atom is followed by the atoms it is bonded to, with distances in Å.
CARTESIAN COORDINATES (ANGSTROEM)
1 C -1.16057 -0.69920 0.57908  C2 1.547, N6 1.499, H7 1.090, H8 1.070
2 C -0.72613 -1.69996 -0.51720  C1 1.547, C3 1.559, H9 1.084, H10 1.082
3 C -0.32933 -0.96327 -1.83261  C2 1.559, S4 1.780, H11 1.086, H12 1.096
4 S 0.93783 0.26576 -1.60678  C3 1.780, C5 1.844
5 C 0.02514 1.83696 -1.91816  S4 1.844, H13 1.088, H14 1.090, H15 1.089
6 N 0.03878 -0.15444 1.29522  C1 1.499, H16 1.003, H17 1.048, H18 1.020
7 H -1.70314 -1.30952 1.30146  C1 1.090
8 H -1.77301 0.07141 0.15924  C1 1.070
9 H 0.12579 -2.29129 -0.20319  C2 1.084
10 H -1.61088 -2.29566 -0.70071  C2 1.082
11 H -0.12277 -1.75422 -2.54708  C3 1.086
12 H -1.27206 -0.58751 -2.24607  C3 1.096
13 H 0.45175 2.23679 -2.83531  C5 1.088
14 H -1.01216 1.50869 -1.98180  C5 1.090
15 H 0.06503 2.66608 -1.21343  C5 1.089
16 H -0.05347 0.75836 1.69968  N6 1.003
17 H 0.76895 -0.04797 0.55055  N6 1.048
18 H 0.43625 -0.76809 2.00598  N6 1.020
19 H 1.20680 0.52818 4.46281  O21 0.940
20 H 0.30858 1.60965 4.77250  O21 0.957
21 O 0.33940 0.81435 4.24077  H19 0.940, H20 0.957

The computed Löwdin charges, all in e, follow: -0.14, -0.22, -0.50, 0.87, -0.33, 0.15, 0.13, 0.12, 0.11, 0.12, 0.08, 0.09, 0.04, 0.03, 0.04, 0.13, 0.06, 0.16, 0.03, 0.05, -0.03

A 2-piece molecular cluster, C6H15N2 overall at a distorted geometry. Source: OMol25; level of theory: ωB97M-V with the def2-TZVPD basis set.

Values from the calculation:
Kohn-Sham gap = 5.14 eV
E_LUMO = -8.25 eV
HOMO = -13.4 eV
total energy = -9433.2326 eV
energy above the lowest of the compared OMol25 structures with the same formula, charge and spin = 155.4 kcal per mole
net charge = +1

Each atom is followed by the atoms it is bonded to, with distances in Å.
CARTESIAN COORDINATES (ANGSTROEM)
1 C -0.32431 -0.40471 -1.44606  N2 1.485, C4 1.532, H9 1.094, H10 1.096
2 N 0.81032 -1.30725 -1.12267  C1 1.485, C3 1.476, H11 1.041
3 C 0.53176 -2.71078 -1.48424  N2 1.476, H12 1.112, H13 1.077, H14 1.092
4 C -0.17029 0.74705 -0.44834  C1 1.532, N5 1.473, C8 1.536, H15 1.097
5 N -0.03778 0.17468 0.90265  C4 1.473, C6 1.393
6 C 0.49062 1.18802 1.69949  N5 1.393, C7 1.565, H18 1.092, H19 1.114
7 C 1.44607 2.06762 0.82532  C6 1.565, C8 1.558, H20 1.106, H21 1.115
8 C 1.01125 1.71164 -0.62802  C4 1.536, C7 1.558, H22 1.096, H23 1.089
9 H -0.16487 -0.06057 -2.47178  C1 1.094
10 H -1.25750 -0.91282 -1.17561  C1 1.096
11 H 0.88348 -1.29511 -0.08390  N2 1.041
12 H -0.15984 -3.20876 -0.76918  C3 1.112
13 H 1.46635 -3.24520 -1.52005  C3 1.077
14 H 0.06222 -2.68965 -2.46949  C3 1.092
15 H -1.04337 1.40895 -0.40197  C4 1.097
16 H -5.33067 -1.83423 2.72592  H17 0.738
17 H -5.31716 -1.54312 3.40377  H16 0.738
18 H 0.83146 0.83209 2.67451  C6 1.092
19 H -0.34747 1.89354 1.90302  C6 1.114
20 H 1.41356 3.15910 1.00324  C7 1.106
21 H 2.51419 1.96405 1.12904  C7 1.115
22 H 1.92297 1.40028 -1.15032  C8 1.096
23 H 0.76903 2.66518 -1.09533  C8 1.089

The computed Löwdin charges, all in e, follow: -0.15, -0.09, -0.08, -0.28, 0.27, -0.14, -0.12, -0.11, 0.14, 0.13, 0.10, 0.10, 0.08, 0.09, 0.19, 0.00, 0.00, 0.15, 0.21, 0.12, 0.13, 0.13, 0.12

A 2-piece molecular cluster, C11H17NO3 overall at a distorted geometry. Source: OMol25; level of theory: ωB97M-V with the def2-TZVPD basis set.

Values from the calculation:
Kohn-Sham gap = 7.55 eV
E_LUMO = -1.23 eV
HOMO = -8.8 eV
total energy = -19314.9156 eV
energy above the lowest of the compared OMol25 structures with the same formula, charge and spin = 12.8 kcal per mole

Each atom is followed by the atoms it is bonded to, with distances in Å.
CARTESIAN COORDINATES (ANGSTROEM)
1 C 2.28735 -2.73190 -0.68410  C2 1.532, H9 1.091, H10 1.092, H11 1.092
2 C 1.96948 -1.23422 -0.73587  C1 1.532, C3 1.527, C4 1.545, H12 1.104
3 C 2.61220 -0.49534 0.43513  C2 1.527, H13 1.090, H14 1.091, H15 1.089
4 C 0.44531 -0.97958 -0.74025  C2 1.545, C5 1.545, N8 1.498, H16 1.100
5 C -0.31576 -1.66308 -1.89745  C4 1.545, C6 1.535, H17 1.093, H18 1.095
6 C -1.45844 -0.70391 -2.25821  C5 1.535, C7 1.535, H19 1.096, H20 1.096
7 C -0.96125 0.68264 -1.82794  C6 1.535, N8 1.484, H21 1.096, H22 1.098
8 N 0.12408 0.47997 -0.83631  C4 1.498, C7 1.484, H23 1.024
9 H 1.85915 -3.18915 0.20971  C1 1.091
10 H 1.88246 -3.26563 -1.54632  C1 1.092
11 H 3.36397 -2.91568 -0.66063  C1 1.092
12 H 2.37485 -0.82529 -1.67807  C2 1.104
13 H 2.20045 -0.84825 1.38102  C3 1.090
14 H 3.69216 -0.64365 0.46779  C3 1.091
15 H 2.41957 0.57516 0.37642  C3 1.089
16 H 0.03696 -1.35448 0.20941  C4 1.100
17 H 0.35367 -1.79064 -2.75148  C5 1.093
18 H -0.68128 -2.65768 -1.61949  C5 1.095
19 H -1.70032 -0.73267 -3.32708  C6 1.096
20 H -2.37540 -0.97267 -1.72101  C6 1.096
21 H -0.54046 1.22330 -2.68315  C7 1.096
22 H -1.77155 1.29998 -1.41774  C7 1.098
23 H -0.10803 0.87615 0.07939  N8 1.024
24 O -4.01005 3.41518 2.56161  C25 1.209
25 C -2.84898 3.07857 2.56719  O24 1.209, C26 1.464, O30 1.365
26 C -2.40812 1.68264 2.56561  C25 1.464, C27 1.325, H31 1.081
27 C -1.08342 1.67889 2.58127  C26 1.325, C28 1.464, H32 1.079
28 C -0.64163 3.07445 2.58760  C27 1.464, O29 1.210, O30 1.364
29 O 0.52244 3.40596 2.59783  C28 1.210
30 O -1.74318 3.87891 2.58063  C25 1.365, C28 1.364
31 H -3.07002 0.82859 2.56784  C26 1.081
32 H -0.42618 0.82342 2.61666  C27 1.079

The computed Löwdin charges, all in e, follow: -0.08, -0.40, -0.08, -0.33, -0.15, -0.18, -0.21, -0.02, 0.08, 0.07, 0.08, 0.14, 0.07, 0.08, 0.07, 0.14, 0.11, 0.11, 0.11, 0.10, 0.10, 0.10, 0.08, 0.16, -0.43, 0.06, 0.04, -0.43, 0.16, 0.17, 0.13, 0.13